117
Properties=species:S:1:pos:R:3 method="wB97M-V/def2-TZVPD" e_lumo_ev=2.4 energy_ev=-128992.471 orbital_gap_ev=5.8 total_charge=-1 homo_ha=-0.1262
C -0.038 3.322 -4.892
H -3.369 3.116 -0.808
P 1.511 0.344 -2.534
N 1.261 -1.059 3.574
H -1.291 2.435 2.456
C 3.187 -3.815 2.190
P -3.213 -2.104 1.127
H -4.834 -3.437 2.443
H 6.949 1.996 -3.060
H 0.652 5.565 -0.594
H 5.213 -4.209 1.542
C -3.519 -0.823 2.440
H -2.933 3.142 2.479
H 4.847 -2.503 1.844
N -5.644 -3.340 -3.784
C 3.222 0.971 -2.760
Ca -0.305 0.438 -0.223
C 4.686 -3.517 2.201
H 3.241 -3.009 -5.783
C 2.889 3.182 1.334
C -0.318 -1.940 -2.001
N 1.354 1.913 0.382
H -0.263 -0.525 -4.709
N 2.436 1.937 1.146
C -0.137 3.405 -0.782
C 0.622 1.236 -3.869
C 0.499 0.204 5.905
C -1.324 1.135 7.168
C 2.171 5.512 0.623
H 3.766 3.413 1.914
H -2.577 -0.709 2.974
C 1.082 3.169 0.065
C -0.058 0.567 7.120
C -4.087 1.195 -3.704
H 0.031 4.402 -4.944
H -3.000 1.812 6.010
C -5.072 -2.364 -3.578
H 5.363 2.526 -4.883
C 2.545 -2.815 -4.978
C 3.686 1.636 -3.893
H -1.785 3.574 1.200
H -4.870 0.384 1.271
C 0.337 -0.118 3.395
H -4.663 -4.041 0.776
H -4.587 2.947 0.482
C 2.248 -3.343 4.430
O -0.177 0.292 2.334
H 3.007 1.858 -4.705
C -3.219 -1.114 -2.561
H 0.491 0.396 8.038
O 1.351 6.167 -0.175
C 1.964 -1.707 2.637
H -4.385 2.141 -4.135
H -1.862 -4.097 1.549
O -0.826 2.382 -1.038
H -4.218 1.214 2.685
N 2.429 -2.920 3.051
H -1.769 1.398 8.120
C 0.697 2.629 -3.945
C 2.042 4.034 0.651
O 2.997 6.079 1.305
H 0.843 -4.931 3.973
H 3.767 0.183 -0.842
C -2.015 1.362 5.988
C -2.129 2.764 1.845
H -1.990 1.180 3.854
H -2.340 1.998 -2.718
H -1.592 0.716 -6.386
H 0.100 -3.397 4.467
C 5.907 1.718 -2.970
C 0.778 -2.336 -2.825
C -0.944 1.253 -5.704
H 3.090 -3.987 4.696
C -2.944 1.119 -2.911
H 0.865 -4.444 5.678
C -0.200 0.398 4.715
H -1.064 -2.625 2.101
H -5.707 0.053 -4.544
H -2.841 -2.018 -2.106
C -0.207 0.556 -4.758
H 5.097 -3.606 3.209
C -1.451 1.004 4.773
H -4.520 1.766 -0.852
C -4.371 -1.145 -3.350
H -2.373 -3.340 3.085
H -5.613 -2.585 1.083
H -4.271 -1.206 3.137
H 0.180 -4.386 -3.116
C 5.453 1.067 -1.832
C 5.018 2.011 -3.994
H -1.462 3.184 -6.490
N -2.525 -0.008 -2.344
O -0.353 -1.517 -0.837
H 6.141 0.843 -1.026
H 2.268 -2.460 5.065
C 1.639 -1.305 -3.317
S 2.380 -1.151 1.082
C -2.019 -3.151 2.068
C 4.120 0.700 -1.728
C -3.964 0.533 1.867
C 0.929 -4.080 4.651
C 0.833 -3.596 -3.472
C -4.815 0.050 -3.932
C -0.871 2.636 -5.765
C 1.703 -3.827 -4.507
C -3.927 2.405 -0.197
H 2.811 -3.718 1.173
O -0.386 4.569 -1.154
C 2.492 -1.566 -4.385
C -4.729 -3.145 1.396
H 1.344 3.166 -3.261
H 3.003 -4.835 2.535
P -2.712 1.394 0.752
H 2.773 1.016 1.452
H 3.156 -0.788 -4.738
H 1.733 -4.804 -4.975
H 1.481 -0.246 5.866

---

51
Properties=species:S:1:pos:R:3 method="wB97M-V/def2-TZVPD" e_lumo_ev=-0.2 energy_ev=-126983.423 orbital_gap_ev=9.0 homo_ha=-0.3382 smiles="O=C(I)C[C@H]1C(=O)N[C@@H](B(O)O)[C@H]1P(O)Br.C[C@@H]1COC(=O)O1.C[C@@H]1COC(=O)O1"
C -1.875 -3.303 0.380
C 2.423 -6.229 -1.982
H 0.427 6.468 1.835
O 2.296 -5.053 -2.642
H -3.456 -2.309 -0.671
C -0.125 -1.914 0.753
H 1.266 5.000 -1.410
O -0.872 -2.461 -0.225
O 2.182 4.117 1.228
H -1.450 -4.307 0.469
O -2.772 1.437 1.833
H -2.959 -3.837 -1.396
P 0.523 1.969 -0.470
C -2.943 2.554 1.477
H -2.714 -1.825 1.740
C 0.534 4.899 -0.606
C -3.131 -3.326 -0.450
H -0.909 0.986 0.802
H -2.456 3.564 -0.844
O 1.955 -7.260 -2.338
C -1.646 3.933 -0.221
H 4.652 -4.727 1.063
B 1.334 5.088 0.761
H 4.216 -3.130 0.435
Br 0.915 1.369 -2.581
H -3.925 -3.848 0.085
C 2.769 -4.012 -1.776
C 3.907 -4.174 0.494
O -2.714 6.122 -0.237
H 2.964 -4.230 1.038
C -1.728 5.458 -0.409
H 1.846 3.544 1.924
C 3.750 -4.748 -0.890
H 4.723 -4.838 -1.380
O 3.154 -6.060 -0.854
H -0.467 3.565 -1.923
C -2.006 -2.657 1.746
H 3.231 -3.219 -2.358
C -1.872 3.583 1.267
O -0.686 -2.136 1.965
C -0.288 3.610 -0.850
H -2.148 4.483 1.810
O -0.819 1.079 -0.159
O 1.274 6.310 1.402
H 1.920 -3.601 -1.224
N -0.479 5.959 -0.796
I -4.946 3.252 1.077
O 0.887 -1.312 0.583
H -0.530 6.337 -1.734
H -0.964 3.184 1.717
H -2.265 -3.354 2.539

---

28
Properties=species:S:1:pos:R:3 method="wB97M-V/def2-TZVPD" e_lumo_ev=-0.4 energy_ev=-20255.251 orbital_gap_ev=8.1 homo_ha=-0.3129 e_above_lowest_kcal_mol=125.4 smiles="COc1ccc([C@H](C[N+](=O)[O-])OC)cc1"
C 1.707 -1.119 -0.516
N -2.822 0.627 2.137
H -3.772 -0.044 -1.667
C 2.586 -0.010 -0.743
C -3.758 -0.467 -0.686
H 4.355 -1.722 0.191
H -4.172 -1.474 -0.681
C 4.602 -1.192 -0.726
H -2.115 1.417 0.181
C -1.394 0.616 1.737
H 4.343 -1.805 -1.593
C 0.664 1.486 -0.616
H 2.744 2.151 -0.803
H -4.366 0.163 0.002
H 5.652 -0.942 -0.747
C -1.613 0.445 0.124
H 2.214 -2.115 -0.364
O -2.367 -0.612 -0.300
H -0.973 1.682 1.733
C 0.345 -0.912 -0.418
O -3.358 -0.209 2.945
H 0.229 2.494 -0.790
H -0.259 -1.812 -0.451
C 2.027 1.315 -0.751
H -0.733 0.079 2.480
C -0.198 0.380 -0.433
O 3.972 0.084 -0.781
O -3.543 1.496 1.536

---

22
Properties=species:S:1:pos:R:3 method="wB97M-V/def2-TZVPD" e_lumo_ev=0.8 energy_ev=-22201.357 orbital_gap_ev=8.9 homo_ha=-0.2990 e_above_lowest_kcal_mol=66.1
H 0.523 -1.827 1.548
C -2.712 -1.131 -0.167
H -0.599 2.523 0.489
Si 1.924 -0.750 -0.256
H 1.870 -2.106 -0.855
H -1.312 1.640 1.868
H -2.734 -2.064 0.263
H 3.648 0.950 0.216
H 0.867 -0.120 2.172
C -1.283 1.715 0.771
C -3.662 -0.387 -0.519
H 0.830 1.152 -1.733
H 4.249 -0.176 -1.043
C 3.652 -0.030 -0.038
C 0.702 -0.682 1.199
H -4.726 -0.763 -0.645
C 0.588 0.148 -1.400
Si -0.571 0.144 0.076
H -2.235 2.083 0.542
H 4.281 -0.345 0.720
H 0.202 -0.592 -2.274
H -3.502 0.618 -0.936

---

24
Properties=species:S:1:pos:R:3 method="wB97M-V/def2-TZVPD" e_lumo_ev=-10.0 energy_ev=-45383.358 orbital_gap_ev=6.6 total_charge=+2 homo_ha=-0.6094 e_above_lowest_kcal_mol=70.3
O 3.265 -2.498 -3.025
O -0.879 1.526 -3.063
H 1.022 -1.168 1.717
N 0.147 0.500 0.807
C 2.434 -1.908 -2.371
C -0.749 -0.482 2.799
H 1.984 0.394 -2.408
C -0.876 1.392 0.762
O -1.072 -1.043 -1.769
C -1.851 1.388 1.751
C 0.199 -0.450 1.775
C -1.777 0.450 2.787
C -0.130 1.353 -2.186
C 1.091 -2.324 -1.790
N -3.792 3.150 1.598
H -0.669 -1.227 3.593
H -2.536 0.470 3.569
C 2.515 -0.507 -1.782
H -0.902 2.087 -0.088
O 3.118 -0.144 -0.707
O 0.764 -3.350 -1.230
C 0.107 -1.090 -1.731
Sc 1.517 1.118 -0.680
C -2.928 2.361 1.672

---

19
Properties=species:S:1:pos:R:3 method="wB97M-V/def2-TZVPD" e_lumo_ev="-1.4 / -3.1" s_squared=15.79 energy_ev=-69190.807 multiplicity=8 orbital_gap_ev="6.2 / 6.4" homo_ha="-0.2812 / -0.3470"
H 2.800 0.002 -0.074
H -1.505 -0.439 2.359
C -0.776 -0.917 1.682
Tc 0.686 0.606 1.600
C -0.576 1.405 0.395
H 2.367 1.739 0.012
Cl 0.936 2.061 3.304
C -0.973 -0.567 -2.194
H 1.567 0.649 -1.105
H -0.392 2.100 -0.448
H -2.021 -0.678 -1.868
H -0.880 0.393 -2.722
H -0.502 -1.859 2.180
H -1.446 -1.256 0.861
H -0.677 -1.401 -2.850
Co 0.161 -1.004 -0.525
H -1.670 1.377 0.541
C 1.951 0.709 -0.058
Cl 0.951 -2.921 -1.092

---

112
Properties=species:S:1:pos:R:3 method="wB97M-V/def2-TZVPD" e_lumo_ev="4.3 / 4.3" s_squared=0.75 energy_ev=-100574.107 multiplicity=2 orbital_gap_ev="6.4 / 6.7" total_charge=-2 homo_ha="-0.0768 / -0.0911" e_above_lowest_kcal_mol=0.0
H 1.755 -5.166 3.196
C 2.215 1.078 3.423
C 1.326 -3.789 -1.402
H 2.124 -2.500 3.158
C 5.518 -1.286 -0.413
H -0.701 4.861 -2.091
C 2.853 -1.839 -1.096
C 1.159 0.146 5.801
H 0.545 3.504 -3.582
H -0.760 -5.576 2.258
H -2.800 -3.864 1.664
H 0.716 -0.246 6.706
F 4.733 2.515 2.921
C 1.241 -3.036 2.829
H 5.895 -1.352 -2.522
C -3.435 -1.168 -2.902
C 5.151 -1.452 -1.739
H 3.694 2.047 4.680
C -2.695 1.139 3.351
H 2.481 -1.790 0.995
C -1.562 2.317 -2.262
C 1.028 -6.588 -1.276
C 0.948 -1.733 -2.814
H 5.234 3.206 0.551
H 4.830 -1.331 1.621
H -4.755 -1.831 -4.468
H -0.811 -6.269 -2.331
C 0.062 -5.803 -1.888
C -0.300 4.765 -1.089
C 1.913 0.424 -3.736
C 2.689 1.518 2.085
N -0.107 0.404 -2.475
C 3.876 2.221 1.889
C -4.631 4.240 1.114
C 1.873 1.194 0.967
H 1.548 -2.224 -3.583
H 1.730 6.462 1.031
H 0.916 -7.666 -1.231
C -5.231 -2.331 -1.152
N 1.115 0.309 3.421
C -0.252 -4.632 2.397
C 2.337 1.645 -0.283
H -6.372 -2.848 -2.895
H -0.090 -2.052 -2.909
C 3.838 -1.757 -2.072
C -3.196 -1.126 -1.539
C 0.945 -0.243 -2.988
C -4.088 -1.719 -0.649
H -3.892 3.019 -2.453
H -1.765 3.219 -2.840
H -4.843 4.557 2.128
C 2.130 -5.971 -0.706
C -3.390 3.708 0.814
C -5.315 3.908 -1.150
H 1.767 1.438 -1.184
H -5.942 -2.784 -0.469
C -5.605 4.350 0.130
C -5.477 -2.366 -2.519
H -2.655 3.610 1.600
C 2.290 0.944 5.828
H -2.339 1.575 -2.451
N -2.415 -1.897 1.158
C -0.261 1.713 -2.695
S -3.870 1.853 4.208
H 1.014 4.611 2.521
H -4.104 -0.715 1.233
F 3.906 2.780 -1.650
H 2.882 -6.565 -0.199
C 1.792 1.792 -3.924
O 0.497 -1.785 -0.459
C 1.042 -4.424 2.868
C 4.557 -1.430 0.577
N 0.172 -2.389 2.353
H -0.281 -0.750 4.470
C -0.664 3.690 -0.285
Ce -0.365 -0.247 0.973
H 3.146 -4.142 -0.316
H -2.723 -0.709 -3.579
C -4.572 -1.792 -3.401
H 2.728 -0.120 -4.193
C -0.760 -3.361 2.080
C 1.056 5.694 0.669
C 1.388 -2.231 -1.383
H -0.480 2.848 1.665
H -2.319 -0.624 -1.155
C 0.204 -4.425 -1.934
C 4.307 2.662 0.657
C 2.822 1.418 4.641
O -1.594 1.446 -0.030
C -2.064 -3.050 1.601
C 3.502 2.357 -0.422
C 3.239 -1.682 0.233
C 0.661 4.656 1.498
C -1.683 2.610 -0.721
H 2.760 1.203 6.770
N -1.840 0.610 2.751
H 3.597 -1.944 -3.111
H -6.581 4.759 0.365
C -3.077 3.268 -0.473
H 6.543 -1.047 -0.153
C 0.688 2.447 -3.406
C 0.569 5.745 -0.629
H -4.445 -2.456 1.325
H 2.531 2.333 -4.502
C -0.176 3.661 1.019
H 0.862 6.556 -1.287
H -6.066 3.977 -1.931
C -3.816 -1.697 0.840
C 2.277 -4.592 -0.775
H -0.590 -3.836 -2.376
C -4.068 3.369 -1.444
C 0.608 -0.136 4.562

---

69
Properties=species:S:1:pos:R:3 method="wB97M-V/def2-TZVPD" e_lumo_ev="-0.1 / -2.2" s_squared=8.78 energy_ev=-63939.009 multiplicity=6 orbital_gap_ev="6.2 / 6.4" homo_ha="-0.2337 / -0.3157" e_above_lowest_kcal_mol=0.0
C 3.046 0.592 -3.098
H -0.378 -3.023 -5.423
C 0.092 -0.591 3.232
C -1.463 -2.603 0.809
F 1.578 2.014 2.487
H -2.313 -2.073 0.385
H -1.787 -1.269 -4.390
C -0.984 -1.558 -2.428
C -0.090 -2.282 -1.632
H -5.268 5.243 0.136
C -4.296 4.805 -0.054
C 3.540 -4.337 1.747
C 0.687 -3.279 -2.216
C 2.312 2.859 -3.073
C -0.300 -2.818 -4.363
C 2.238 -4.726 2.021
H 0.161 -4.314 1.748
H 3.714 -0.193 -3.424
N 1.135 1.209 -1.812
N -0.634 3.018 -0.874
C -2.421 1.999 2.572
C -1.794 3.673 -0.627
H -4.344 3.596 1.688
C -3.792 3.887 0.813
C -2.070 0.462 4.504
P 0.029 -1.801 0.128
H 4.020 2.175 -4.178
C -2.352 4.648 -1.485
H -3.995 5.926 -1.881
H 2.897 -1.542 -0.041
C 2.704 -2.452 0.512
C 0.584 -3.542 -3.577
H 2.372 3.897 -3.364
C 1.387 -2.845 0.761
C 1.631 1.510 1.206
H 2.049 -5.612 2.615
H -1.497 -2.484 1.893
H -1.589 -0.782 -1.972
C -1.680 0.867 3.235
F 2.517 0.439 1.280
N -1.909 2.386 1.351
C -2.517 3.292 0.573
C -3.571 5.193 -1.206
O 0.370 4.631 -2.196
C -1.333 -0.522 5.140
C 1.169 -3.988 1.529
C -0.221 -1.049 4.500
C 0.287 3.495 -1.766
O -3.345 2.512 3.174
C 1.289 2.467 -2.222
C -1.090 -1.832 -3.783
Ir -0.271 1.101 0.296
H 1.833 -0.722 -1.911
H -2.926 0.936 4.962
H -1.610 -0.861 6.130
H 0.402 -1.798 4.970
H 1.380 -3.853 -1.612
C 3.771 -3.196 0.989
H 2.149 2.275 0.608
H 4.785 -2.876 0.783
H 1.197 -4.317 -4.021
H 0.963 -0.953 2.700
H 4.373 -4.914 2.128
C 1.998 0.292 -2.245
H -1.805 4.948 -2.364
C 3.209 1.903 -3.516
N -0.643 0.326 2.611
H -1.506 -3.660 0.546
F -2.074 0.090 -0.007

---

13
Properties=species:S:1:pos:R:3 method="wB97M-V/def2-TZVPD" e_lumo_ev=0.2 energy_ev=-14674.464 orbital_gap_ev=9.5 homo_ha=-0.3420 e_above_lowest_kcal_mol=11.9 smiles="O=C(F)c1ncc[nH]1.F"
N -0.009 0.256 -1.617
C -0.323 0.279 -0.304
F -1.619 -1.336 1.904
C 1.320 0.130 -1.735
H 2.793 -0.002 -0.097
F -2.477 0.855 -0.888
H -1.257 -2.138 2.500
H 1.676 0.103 -2.653
C -1.621 0.763 0.162
N 0.820 0.044 0.433
C 1.876 -0.070 -0.441
H 0.797 0.114 1.425
O -1.975 1.001 1.310